Entry 1:
A structure of composition C4H12FNaO2S2Tl, computed with ωB97M-V/def2-TZVPD.

LUMO level = -16.088 eV
Maximum force = 2.2 eV/A
HOMO level = -18.32 eV

```
! wB97M-V def2-TZVPD RIJCOSX def2/J DEFGRID3
* xyz 3 1
Na 4.657 -15.170 -3.873
Tl 1.391 -15.029 -1.400
F 2.118 -14.567 -3.605
C 0.643 -14.094 -6.830
S -0.601 -14.798 -7.928
O -1.758 -13.904 -7.892
C 0.129 -14.634 -9.566
H 0.150 -13.822 -5.902
H 1.099 -13.181 -7.224
H 1.416 -14.847 -6.683
H -0.561 -14.908 -10.369
H 0.897 -15.408 -9.659
H 0.478 -13.608 -9.687
C -1.354 -11.749 -3.646
S -0.158 -11.330 -2.371
O 0.067 -12.499 -1.514
C 1.303 -10.979 -3.346
H -1.324 -10.924 -4.363
H -2.377 -11.845 -3.291
H -0.933 -12.633 -4.130
H 1.689 -11.924 -3.761
H 2.089 -10.715 -2.634
H 1.114 -10.183 -4.061
*
```


Entry 2:
A structure of composition C4H12IMnO2, computed with ωB97M-V/def2-TZVPD.

LUMO level (alpha / beta) = -6.148 / -6.708 eV
Maximum force = 13.2 eV/A
HOMO level (alpha / beta) = -13.11 / -13.46 eV

```
! wB97M-V def2-TZVPD RIJCOSX def2/J DEFGRID3
* xyz 1 6
Mn 2.824 0.228 -2.033
I 1.596 -0.366 -0.570
C -1.256 -0.905 -1.929
C -1.194 -2.138 -0.985
O 0.132 -2.649 -1.059
H -2.276 -0.721 -2.266
H -0.758 -1.070 -2.884
H -0.884 0.055 -1.573
H -1.904 -2.753 -1.538
H -1.421 -1.933 0.062
H 0.715 -2.041 -0.598
C -0.286 2.062 1.713
C 0.962 1.300 2.069
O 1.980 1.395 1.106
H -1.001 1.786 2.488
H -0.670 1.630 0.789
H -0.312 3.150 1.657
H 0.758 0.246 2.258
H 1.350 1.749 2.983
H 1.646 0.976 0.310
*
```


Entry 3:
A cluster of 2 separate species, C4H12IN2 in total, computed with ωB97M-V/def2-TZVPD.

LUMO level = -3.444 eV
Maximum force = 2.9 eV/A
HOMO level = -13.21 eV

```
! wB97M-V def2-TZVPD RIJCOSX def2/J DEFGRID3
* xyz 1 1
C 1.724 0.613 -1.129
C 0.712 1.004 1.154
C -2.667 -0.624 -0.181
C 0.639 0.233 -0.200
N -1.836 -0.801 0.759
N 0.652 -1.225 -0.076
I -4.705 0.219 -0.157
H 2.680 0.128 -1.061
H 1.958 1.705 -1.115
H 1.331 0.488 -2.138
H -0.241 1.076 1.751
H 1.013 2.065 0.808
H 1.555 0.637 1.743
H -0.307 0.357 -0.789
H -0.328 -1.342 0.344
H -2.014 -0.708 1.769
H -2.470 -0.621 -1.250
H 1.330 -1.428 0.693
H 0.973 -1.776 -0.925
*
```


Entry 4:
A cluster of 3 separate species, C4H12IN2 in total, computed with ωB97M-V/def2-TZVPD.

LUMO level (alpha / beta) = -4.119 / -6.556 eV
Maximum force = 5.9 eV/A
HOMO level (alpha / beta) = -9.89 / -13.15 eV

```
! wB97M-V def2-TZVPD RIJCOSX def2/J DEFGRID3
* xyz 1 3
C -1.514 2.199 -0.149
C -1.782 -0.129 0.734
C 0.481 -1.943 -0.763
C -0.005 0.317 -0.864
N -0.968 0.740 -0.133
N 1.311 -2.242 0.253
I 4.588 0.344 0.171
H -0.953 2.902 -0.710
H -2.391 2.014 -0.720
H -1.489 2.559 0.843
H -2.223 -0.849 0.099
H -1.175 -0.617 1.459
H -2.418 0.525 1.279
H 1.066 -2.065 -1.746
H -0.537 -2.176 -0.732
H 0.463 0.996 -1.509
H 2.298 -1.792 0.122
H 4.166 1.378 1.200
H 1.081 -2.159 1.164
*
```


Entry 5:
A cluster of 3 separate species, C4H12IN2O2 in total, computed with ωB97M-V/def2-TZVPD.

LUMO level = 3.363 eV
Maximum force = 1.5 eV/A
HOMO level = -4.32 eV

```
! wB97M-V def2-TZVPD RIJCOSX def2/J DEFGRID3
* xyz -1 1
I 1.176 -0.943 1.035
C -0.847 1.070 -2.786
C -0.841 -0.450 -3.075
C -0.865 -0.749 -4.547
O 0.347 -1.035 -2.541
H -1.818 1.463 -3.101
H 0.004 1.541 -3.281
H -0.751 1.248 -1.713
H -1.759 -0.782 -2.567
H 0.120 -0.694 -5.005
H -1.569 -0.114 -5.097
H -1.258 -1.750 -4.761
H 0.408 -0.683 -1.632
C 1.107 0.171 5.392
O 1.421 0.178 6.585
N -0.230 0.295 4.991
N 1.968 0.028 4.367
H -0.366 0.599 4.045
H -0.906 0.437 5.713
H 2.933 0.195 4.601
H 1.729 -0.027 3.376
*
```


Entry 6:
A structure of composition C4H12InO4, computed with ωB97M-V/def2-TZVPD.

LUMO level (alpha / beta) = -22.460 / -21.272 eV
Maximum force = 3.9 eV/A
HOMO level (alpha / beta) = -27.26 / -27.20 eV

```
! wB97M-V def2-TZVPD RIJCOSX def2/J DEFGRID3
* xyz 4 2
In -37.585 4.546 21.498
C -37.318 3.920 17.705
C -38.610 4.709 17.750
O -38.562 5.617 18.905
O -36.871 3.229 18.910
H -36.529 4.546 17.289
H -37.379 3.136 16.950
H -39.396 3.976 17.928
H -38.766 5.248 16.815
H -39.048 6.413 18.678
H -36.032 2.821 18.682
C -41.451 4.105 20.684
C -40.974 2.664 20.507
O -39.554 2.613 20.309
O -40.543 4.962 21.378
H -42.506 4.148 20.957
H -41.492 4.611 19.720
H -41.436 2.144 19.668
H -41.243 2.222 21.466
H -39.247 1.717 20.151
H -41.065 5.740 21.586
*
```


Entry 7:
A cluster of 2 separate species, C4H12N2 in total, computed with ωB97M-V/def2-TZVPD.

LUMO level (alpha / beta) = 2.889 / 2.910 eV
Maximum force = 2.1 eV/A
HOMO level (alpha / beta) = 1.54 / -4.67 eV

```
! wB97M-V def2-TZVPD RIJCOSX def2/J DEFGRID3
* xyz -1 2
C 4.130 -0.957 3.444
C 2.625 -1.250 3.722
N 2.559 -2.054 4.957
H 4.498 -1.887 3.016
H 4.682 -0.765 4.364
H 4.286 -0.120 2.767
H 2.335 -1.832 2.855
H 2.080 -0.313 3.851
H 2.791 -1.483 5.751
H 1.566 -2.232 5.130
C -3.754 0.714 -3.480
C -3.467 1.842 -4.124
N -3.013 1.954 -5.461
H -3.718 -0.290 -3.857
H -4.159 0.816 -2.477
H -3.469 2.807 -3.644
H -2.325 2.715 -5.505
H -2.524 1.095 -5.698
*
```


Entry 8:
A cluster of 2 separate species, C4H12N2 in total, computed with ωB97M-V/def2-TZVPD.

LUMO level = 0.946 eV
SMILES string = C=CN.CCN
Maximum force = 3.9 eV/A
HOMO level = -8.21 eV

```
! wB97M-V def2-TZVPD RIJCOSX def2/J DEFGRID3
* xyz 0 1
C -2.836 -0.217 -2.898
C -3.142 -0.352 -1.584
N -3.034 -1.551 -0.805
H -2.821 -1.220 -3.390
H -2.569 0.765 -3.245
H -2.997 0.513 -0.912
H -3.007 -1.501 0.225
H -3.398 -2.413 -1.176
C 1.467 -0.002 1.007
C 2.257 1.116 1.624
N 3.681 0.862 1.719
H 1.867 -1.065 1.178
H 0.398 -0.045 1.283
H 1.633 0.010 -0.080
H 2.211 2.145 1.085
H 1.855 1.570 2.539
H 4.426 1.506 1.876
H 4.011 -0.121 1.554
*
```


Entry 9:
The molecule C4H12N2, computed with ωB97M-V/def2-TZVPD.

LUMO level = 1.072 eV
SMILES string = C[C@H](N)CCN
Maximum force = 1.1 eV/A
HOMO level = -9.34 eV

```
! wB97M-V def2-TZVPD RIJCOSX def2/J DEFGRID3
* xyz 0 1
C 2.079 0.116 -0.685
C 0.758 -0.087 0.083
N 0.624 -1.521 0.319
C -0.406 0.372 -0.789
C -1.773 0.476 -0.109
N -1.705 0.856 1.319
H 2.300 1.151 -0.925
H 2.056 -0.488 -1.589
H 2.898 -0.261 -0.057
H 0.827 0.522 0.989
H -0.231 -1.754 0.812
H 1.390 -1.900 0.863
H -0.124 1.291 -1.299
H -0.491 -0.366 -1.593
H -2.337 -0.451 -0.254
H -2.346 1.257 -0.618
H -2.539 0.493 1.777
H -0.979 0.292 1.757
*
```


Entry 10:
A cluster of 2 separate species, C4H12N2 in total, computed with ωB97M-V/def2-TZVPD.

LUMO level = 1.062 eV
SMILES string = C=CC.NCN
Maximum force = 4.1 eV/A
HOMO level = -8.61 eV

```
! wB97M-V def2-TZVPD RIJCOSX def2/J DEFGRID3
* xyz 0 1
C 0.280 -1.450 2.424
C -0.454 -1.538 1.297
C -1.616 -0.766 0.970
H 1.367 -1.912 2.261
H -0.142 -1.380 3.450
H -0.124 -2.319 0.620
H -2.037 -0.246 1.914
H -2.313 -1.447 0.573
H -1.513 0.167 0.194
N -0.143 2.121 -1.344
C 0.958 1.276 -0.995
N 1.012 0.104 -1.852
H -0.844 1.530 -1.800
H 0.113 2.745 -2.011
H 0.878 1.077 0.077
H 1.928 1.808 -1.049
H 1.098 -0.768 -1.314
H 0.501 0.030 -2.714
*
```


Entry 11:
The molecule C4H12N2, computed with ωB97M-V/def2-TZVPD.

LUMO level = 1.158 eV
SMILES string = C[C@@H](N)CCN
Maximum force = 2.3 eV/A
HOMO level = -8.69 eV

```
! wB97M-V def2-TZVPD RIJCOSX def2/J DEFGRID3
* xyz 0 1
C -1.563 -1.559 0.094
C -0.887 -0.214 -0.185
N -1.054 0.624 0.986
C 0.630 -0.557 -0.405
C 1.680 0.498 0.001
N 1.630 1.626 -0.921
H -1.138 -2.417 -0.412
H -1.477 -1.721 1.164
H -2.628 -1.488 -0.130
H -1.273 0.330 -1.045
H -0.604 1.518 1.005
H -1.804 0.470 1.631
H 0.710 -0.779 -1.474
H 0.869 -1.449 0.173
H 1.272 0.733 0.987
H 2.632 -0.016 0.042
H 0.736 2.040 -0.873
H 2.270 2.360 -0.636
*
```


Entry 12:
A structure of composition C4H12N2, computed with ωB97M-V/def2-TZVPD.

LUMO level (alpha / beta) = -7.426 / -7.485 eV
Maximum force = 6.5 eV/A
HOMO level (alpha / beta) = -13.09 / -13.09 eV

```
! wB97M-V def2-TZVPD RIJCOSX def2/J DEFGRID3
* xyz 1 2
N -3.449 -1.057 -0.129
C 2.388 -0.967 -0.659
C 1.530 -0.126 0.463
C 1.168 1.292 -0.145
C -0.309 1.541 -0.243
N -1.371 1.160 0.811
H -4.033 -1.804 0.236
H -2.925 -0.637 0.535
H 2.646 -2.002 -0.417
H 3.246 -0.381 -0.765
H 1.824 -1.142 -1.660
H 0.567 -0.745 0.698
H 2.053 -0.008 1.417
H 1.794 2.088 0.252
H -0.623 1.723 -1.340
H -0.886 0.374 0.055
H -0.932 2.006 1.662
H -2.690 -1.316 -0.770
*
```


- Which of these has the highest maximum force?
  C4H12IMnO2


- Which of these has the lowest maximum force?
  number 9


Repeat the twelfth record exactly.
A structure of composition C4H12N2, computed with ωB97M-V/def2-TZVPD.

LUMO level (alpha / beta) = -7.426 / -7.485 eV
Maximum force = 6.5 eV/A
HOMO level (alpha / beta) = -13.09 / -13.09 eV

```
! wB97M-V def2-TZVPD RIJCOSX def2/J DEFGRID3
* xyz 1 2
N -3.449 -1.057 -0.129
C 2.388 -0.967 -0.659
C 1.530 -0.126 0.463
C 1.168 1.292 -0.145
C -0.309 1.541 -0.243
N -1.371 1.160 0.811
H -4.033 -1.804 0.236
H -2.925 -0.637 0.535
H 2.646 -2.002 -0.417
H 3.246 -0.381 -0.765
H 1.824 -1.142 -1.660
H 0.567 -0.745 0.698
H 2.053 -0.008 1.417
H 1.794 2.088 0.252
H -0.623 1.723 -1.340
H -0.886 0.374 0.055
H -0.932 2.006 1.662
H -2.690 -1.316 -0.770
*
```


- The highest maximum force belongs to which entry?
  C4H12IMnO2